P:
Entry from OMol25: a molecular structure, C24H48BBa2F4NO12 (ωB97M-V/def2-TZVPD).

As for the spin multiplicity: 1. Its total charge is +2. The calculation puts the lowest unoccupied orbital energy at -0.2571 Ha. For the gap between HOMO and LUMO, the calculation gives 5.910 eV.

Geometry as XYZ:
```
92
Properties=species:S:1:pos:R:3:mulliken_charge:R:1
H -5.0638 5.7142 -1.6428 0.3076
N 2.6256 3.0915 -4.3798 1.0769
H 1.1018 -6.0852 -1.8317 0.3001
H -3.3099 -2.4697 1.3867 0.5990
H -0.5092 -6.3155 -2.4117 0.3285
O -1.3919 -3.0961 0.7561 0.0155
O 3.5952 3.8097 -4.3049 -0.6076
O -5.0589 4.2697 -0.3067 -0.4234
H 1.8063 -4.2396 -4.9851 0.3724
H -3.2821 3.6370 0.5155 0.1088
O -0.3985 -5.1826 -0.6838 -0.1433
H -3.4364 5.4825 -1.0199 0.3063
H 3.7745 -3.2309 -4.0882 0.4796
O -4.2551 2.1486 2.5363 -0.3635
O 3.3065 0.5066 3.7183 -0.1681
H 2.8350 0.2185 -2.3738 0.4610
F -2.1808 -0.3640 -2.7826 -0.3151
H 0.8837 1.3927 6.8724 0.3250
O 2.5838 2.0696 -5.0397 -0.6036
H 3.3333 0.4589 1.6334 -0.0975
H -3.3227 0.3182 2.6482 0.0630
H -4.9598 0.2735 2.3249 0.4593
C 3.9095 -2.0524 -2.3019 -0.6482
H -2.7107 -4.5031 1.5630 0.3906
H 2.8669 -1.6502 -4.1640 0.3627
C -0.8708 1.1265 0.9369 -0.4975
C 1.2044 -3.9230 -4.1261 -0.7511
H -0.0726 -7.2320 -1.0053 0.3725
C 0.7519 0.4971 6.2668 -0.7741
C -1.5227 -5.5301 0.1080 -0.7323
H -1.4435 -6.5276 0.5468 0.4792
H 0.5499 -3.2073 -4.6357 0.2066
H 3.2652 1.0811 6.9845 0.3971
F -0.0171 -0.4385 -1.9631 -0.3618
H -1.4004 1.7762 1.6245 0.3726
C -0.7060 2.7952 -2.7383 -0.4155
H -5.0337 3.9525 2.1358 0.3244
C -4.2995 3.2643 0.3400 -0.0429
H 4.5965 1.4662 2.3478 0.3974
H 2.9141 1.9772 2.3084 0.3788
C 1.4179 4.5597 -2.8031 -0.5660
H 1.9012 0.0322 -0.9470 -0.4248
H -1.9885 -1.8084 2.3247 0.2206
C 3.1305 -2.5249 -3.5654 -0.6094
H 3.9914 -0.2919 6.2388 0.3228
O 1.9637 -3.2431 -3.1279 -0.0214
O 3.1011 -1.5405 -1.2809 -0.2981
C 3.5700 1.1140 2.4754 -0.5836
C 0.0851 -6.2711 -1.4921 -0.9878
H -1.5075 0.5691 0.2497 -0.2100
B -0.9353 -0.9296 -2.9664 0.5581
Ba 1.7086 -1.7749 3.7940 1.7834
C -0.7370 3.9175 -1.9427 -0.2406
C 3.1946 0.4387 6.1008 -0.7589
C -2.2680 -2.1283 1.3210 -0.7483
H -0.0429 -0.0754 6.7437 0.2278
C -4.0638 0.8466 2.0347 -0.5307
H -3.7909 0.7372 0.9886 0.1883
H 4.7498 -1.4191 -2.5984 0.3811
C 2.9086 -0.1070 -1.3367 -0.1048
H -4.1317 4.2597 -2.1333 0.3069
H -4.2423 2.3948 -0.3314 0.2960
C 1.4434 3.4139 -3.5806 -0.2512
H 3.6071 0.4524 -0.7195 0.1679
C 0.3434 4.7923 -1.9644 -0.6471
H 4.4907 1.5900 4.9892 0.4097
O 0.3536 0.4899 2.8522 -0.6439
H 0.3788 5.5813 -1.2236 0.4178
H 2.8097 2.2272 4.8691 0.3571
H -1.5093 4.0535 -1.1955 0.5195
C -1.6939 -4.4408 1.1835 -0.4579
H -1.4690 2.0277 -2.6807 0.5235
H 4.4306 -2.9866 -2.0528 0.3516
C 0.1272 0.2349 1.6452 0.4008
Ba 0.8117 -2.8044 -0.7273 1.9046
C 0.3705 2.5346 -3.5818 -0.4524
H -0.9636 -4.7287 1.9501 0.1774
F -0.4146 -0.5876 -4.2030 -0.3222
H -6.0029 2.5490 1.4797 0.2995
O 1.9590 -0.2740 6.1125 -0.3604
H 0.6044 -4.7391 -3.7419 0.1480
H 0.3412 1.6027 -4.1275 0.7016
H -0.3910 1.7734 0.1892 0.2998
O 0.5658 -0.7938 1.0372 -0.7575
H 2.2643 5.2340 -2.7899 0.4749
H 0.4677 0.7324 5.2368 0.4256
H -2.4092 -5.5856 -0.5353 0.3566
F -0.8728 -2.3075 -2.7156 -0.4731
C -4.3482 4.9596 -1.3221 -0.6993
C 3.4331 1.3350 4.8704 -0.3497
H -2.3835 -1.3463 0.5717 -0.1521
C -5.0165 2.9754 1.6593 -0.5091
```


Q:
Entry from OMol25: a molecular structure, C24H48BBa2F4NO12 (ωB97M-V/def2-TZVPD).

As for the spin multiplicity: 1. Its total charge is +2. The calculation puts the lowest unoccupied orbital energy at -0.2438 Ha. For the gap between HOMO and LUMO, the calculation gives 5.994 eV.

Geometry as XYZ:
```
92
Properties=species:S:1:pos:R:3:mulliken_charge:R:1
H -5.5642 -5.9630 -0.9486 0.3074
H -3.5836 -0.4427 1.5859 0.3676
H 0.7569 -3.7225 -3.3596 0.2285
F -2.6581 -5.8948 0.4392 -0.4494
H 5.6455 -0.6523 1.2014 0.3297
H 10.8377 1.3198 0.5479 0.2561
O -1.0310 2.6816 -0.2717 -0.1496
H -1.6323 -1.1625 -4.6823 0.3867
C 1.4070 2.6764 4.7588 -0.6716
F -3.4448 -5.4639 2.4991 -0.3257
H 7.7569 1.5147 2.5797 0.2726
C 6.4794 1.9340 0.8523 -0.5483
C -5.5093 -5.1020 -1.6250 -1.0191
H -2.6085 0.4521 -3.3008 0.6551
C -2.9797 -1.0406 0.9017 -0.9198
C 0.5902 -2.7618 -3.8517 -0.9266
H 0.6847 2.6256 -1.3798 0.2181
H 0.3758 -2.9959 -4.9041 0.3357
O -0.5730 -2.2442 -3.2263 0.0560
H 10.2338 0.6462 2.1069 0.2884
H 3.9051 -0.0353 1.0850 0.0440
H -0.7650 1.7233 -2.0478 -0.0987
H 6.4736 2.9944 1.1104 0.2472
C 4.9499 0.0947 0.8188 -0.6674
H -6.5687 -4.9391 -1.8525 0.3013
H -5.1052 -1.9235 -2.8464 0.1507
H -0.2886 4.5210 0.3132 0.3675
C 0.8577 1.7843 3.8437 0.4163
H 0.9311 0.9502 1.8530 0.2041
C 3.0597 3.2782 3.1152 -0.8090
H -1.7744 -0.1150 -1.9409 -0.6674
H -3.2585 4.0231 -0.0532 0.2927
C 2.5706 3.3525 4.4104 -0.4527
O -2.2271 4.9389 -1.6294 -0.2644
H -6.5930 -3.5887 0.1656 0.4585
C -2.1662 -0.4666 -2.9039 -0.0467
H -2.8672 -0.3400 0.0642 0.1381
H -4.2121 -1.7246 -4.4481 0.3298
Ba 0.9693 -4.6365 1.6149 1.8222
O -3.1695 -1.4228 -2.6363 0.0418
H 1.6446 0.3623 -0.2201 -0.2533
C -5.5047 -3.6537 0.2595 -0.6707
H -5.4234 -1.5346 -0.0993 0.3128
O 5.2430 1.4193 1.2799 -0.1696
C -4.3776 -1.3693 -3.4332 -0.8335
C -0.4009 2.6037 -1.5262 -0.4191
H 2.0564 -0.9737 -1.3048 0.4190
H 5.0932 0.1384 -0.2687 0.3491
C -5.0188 -2.2715 0.6070 -0.7174
H 1.4625 -2.1075 -3.8989 0.2950
C -1.2188 3.9431 0.3128 -0.5056
H 6.5691 1.8932 -0.2399 0.3211
H -0.2615 -0.2609 -3.9269 0.4811
C 7.7011 1.3038 1.5036 -0.2746
H 3.0855 3.9351 5.1615 0.3993
C 0.8629 -1.7255 0.1718 0.6265
H -5.0191 -5.3801 -2.5573 0.3649
H -5.2714 -4.4195 1.0029 0.3575
H 0.4293 -0.1690 -1.2698 -0.8085
C -1.0305 -1.0150 -3.7736 -0.6709
O -4.8833 -4.0108 -0.9792 0.0162
O 8.9170 1.7531 0.9796 -0.3579
H 2.8299 2.2225 1.2100 0.4789
C -2.4128 4.6983 -0.2701 -0.5752
H 3.8774 3.9001 2.7787 0.4322
O -1.1886 0.7786 3.4422 -0.5766
C 1.3642 1.6475 2.5541 0.0850
H -5.3649 -1.9653 1.5976 0.3855
B -2.3032 -5.4235 1.7256 0.4624
F -1.8853 -4.1668 1.3965 -0.2527
H 7.5896 0.2127 1.3924 0.2657
C 10.0007 0.8537 1.0562 -0.6745
H -3.4751 6.6364 -1.8551 0.2938
C 1.2639 -0.5473 -0.6816 0.6576
H -2.9414 5.7209 -3.3149 0.2457
H -1.9808 -1.2007 1.2940 0.1011
H -1.4829 3.8167 1.3654 0.2351
H -0.5768 3.4531 -2.1908 0.3265
H -4.1312 4.9760 -2.3405 0.3474
Ba -2.2064 -3.6851 -1.4396 1.9343
F -1.2684 -6.1268 2.3154 -0.4172
N -0.3278 1.0061 4.2627 0.9941
O -0.1493 -2.4122 -0.1734 -0.5127
H -2.6336 5.5919 0.3271 0.4525
C -3.2706 5.6545 -2.2761 -0.8180
O 1.5268 -2.0502 1.1730 -0.9019
H 9.7321 -0.0932 0.5733 0.3005
O -3.6078 -2.2593 0.4886 0.2240
O -0.2644 0.5165 5.3600 -0.5732
C 2.4247 2.4591 2.1851 -0.4536
H -4.7003 -0.3264 -3.4509 0.3308
H 1.0025 2.7788 5.7553 0.4413
```


Short version: P, Q, most stable first.


P:
Entry from OMol25: a single C19H25NO5 molecule (ωB97M-V/def2-TZVPD).

As for the spin multiplicity: 1. The calculation puts the lowest unoccupied orbital energy at 0.0022 Ha. For the gap between HOMO and LUMO, the calculation gives 8.496 eV. The SMILES is CCOC(=O)c1ccccc1NC(=O)COC(=O)CC1CCCCC1.

Geometry as XYZ:
```
50
Properties=species:S:1:pos:R:3:mulliken_charge:R:1
H 5.6547 -0.7237 2.1703 0.2843
C -5.3118 1.7993 1.4651 -0.5993
C 4.1121 -0.1078 -0.8710 0.0261
H 0.0337 0.3950 -1.9988 0.5340
O 0.8148 1.0875 0.5362 -0.6498
H -2.6653 3.3899 0.4423 0.7922
C -4.3847 -3.0946 -0.7723 -0.1736
C 3.7622 0.0409 1.5171 -0.8207
C -5.1622 0.6610 0.7651 -0.8161
H 5.3655 -2.9124 0.6330 0.1382
H 2.5496 -0.2394 1.5058 0.2241
C -4.5073 3.0871 1.3296 -1.0433
O -0.8616 3.2547 -0.5826 -0.7254
H -3.5077 -4.8396 -0.4408 0.3352
C -0.9129 2.1396 -1.2466 0.8970
C 4.0522 1.0058 0.0492 0.3718
H 5.1413 1.1677 0.6005 0.1644
H -3.7639 -4.1011 1.1337 0.3633
H -1.9869 0.3188 -1.2316 0.1380
H -6.0782 1.9143 2.0668 0.5021
C -3.8051 -0.9606 -0.5079 1.0244
C 4.6643 -1.3247 1.7194 -1.5027
C -3.9939 0.4618 -0.0517 0.4623
H -5.7173 -0.2923 1.0232 0.2951
C 4.7208 -1.8712 0.4535 0.0148
H -4.0286 -2.9212 -1.8307 0.3299
H 3.3474 2.7539 -0.4607 0.9597
O -4.6561 -1.9476 -0.3845 -0.3576
H -2.7053 -3.4229 0.0639 0.4763
N -1.9169 1.3981 -0.8472 0.0317
H 3.6716 0.7050 2.4265 0.4254
C 0.1992 1.3766 -1.9895 -0.8034
C 3.0970 2.1425 0.1404 -1.7909
C 4.9827 -1.2544 -0.6360 -0.9036
C -3.4226 2.8198 0.4355 -1.0102
H 3.7382 -2.2732 0.3737 0.2668
H 4.3607 0.6247 -1.8757 0.0698
H 0.1764 2.0715 -3.1072 0.2721
O 1.4299 1.9475 -1.4729 -0.0275
H -5.4890 -3.5409 -0.7721 0.2079
H 3.0474 -0.5049 -1.2325 0.1121
H 2.9565 2.6388 1.1905 0.2968
C -3.0376 1.3248 -0.2080 0.2836
H 6.0482 -0.9436 -0.6439 0.3330
H 4.3885 -1.7177 2.4242 0.9549
O -2.9179 -1.2687 -1.1463 -0.6932
H -4.7334 3.8992 1.7194 0.7483
C -3.5205 -3.9205 0.1427 -1.3594
H 5.0962 -1.8177 -1.6122 0.2907
C 1.6756 1.5750 -0.4049 0.6507
```


Q:
Entry from OMol25: a single C19H25NO5 molecule (ωB97M-V/def2-TZVPD).

As for the spin multiplicity: 1. The calculation puts the lowest unoccupied orbital energy at 0.0127 Ha. For the gap between HOMO and LUMO, the calculation gives 9.170 eV. The SMILES is CCOc1ccc(C(=O)CCC(=O)N2CCC(C(=O)OC)CC2)cc1.

Geometry as XYZ:
```
50
Properties=species:S:1:pos:R:3:mulliken_charge:R:1
H 3.7040 -1.8750 -0.9899 0.6060
H -2.7506 0.2578 -0.4149 0.4638
H 2.0811 -2.3458 -0.4829 0.4783
H 2.9128 -1.6375 3.8960 0.4163
C 2.4822 -0.2275 -0.5391 0.8085
H -2.0681 -1.4388 -3.7632 0.4004
H 2.3720 -0.8115 -3.0733 0.4411
H -5.6142 1.3359 -3.3519 0.3035
C -3.2099 0.7267 -2.4179 0.1094
H 0.8447 0.4305 -2.7341 0.5015
O -4.2326 1.3411 -1.8095 -0.3234
H 3.1144 -2.0384 1.4859 0.3882
C 1.8275 1.3583 2.7926 -0.2184
O 2.4413 0.7425 -1.2704 -0.6438
C -0.1778 0.0607 -2.7433 -1.1176
C -2.3315 0.0283 -1.3996 0.5604
N -0.2228 -1.3801 -2.8147 0.0423
H 1.6930 1.9189 0.7361 0.4718
H -0.3443 0.1645 -0.6004 0.1166
C -2.3510 -1.4924 -1.6209 -1.0200
C -5.1446 2.0315 -2.6538 -0.7179
C 2.2169 -1.7569 -2.5570 -1.0909
H -1.8792 -1.9723 -0.7606 0.4058
H 1.4722 2.3172 3.1353 0.3571
C 0.7834 -2.2637 -2.6452 0.6981
C 1.6107 1.6005 5.6625 -0.4239
C -1.5840 -1.8750 -2.8850 -1.0381
H -0.6943 0.4642 -3.6201 0.4105
H -3.3792 -1.8510 -1.6908 0.4412
C 0.0863 1.6553 5.6352 -1.0213
H -0.2573 2.5337 6.1743 0.3512
H -0.2851 1.6996 4.6143 0.3318
C 2.1722 0.3496 3.6913 0.9046
H 2.0447 2.5022 5.2144 0.3416
H -5.8885 2.4773 -1.9991 0.2419
C -0.8856 0.5394 -1.4725 -0.6829
O -3.0499 0.7481 -3.6106 -0.5863
C 2.6372 -0.8719 3.1880 -0.8945
C 2.3945 -0.0825 0.9284 0.1820
C 2.6416 -1.6316 -1.0871 -0.9235
H 2.8271 -2.5215 -3.0401 0.4700
H -4.6223 2.8019 -3.2244 0.3084
O 0.5679 -3.4635 -2.5701 -0.7029
H -1.5410 -2.9603 -2.9897 0.4562
C 2.7413 -1.0884 1.8345 -0.2740
H 1.9603 1.5279 6.6960 0.3115
H -0.3223 0.7670 6.1104 0.3033
C 1.9502 1.1382 1.4368 -0.9938
O 2.1227 0.4371 5.0394 -0.4536
H -0.8665 1.6296 -1.4393 0.5036
```


Short version: Q, P, most stable first.